[1]
The following is a DFT calculation (ωB97M-V/def2-TZVPD) of an isolated ion of composition C6H6N3 and charge +1 in a non-equilibrium geometry.

Summary:
Highest occupied orbital energy (spin up / spin down) (hartree): -0.5212 / -0.5212
SMILES: c1cc[n+]2c(c1)=NCN=2
LUMO (spin up / spin down) (eV): -6.6 / -6.6
Multiplicity: 1
Net charge: +1

Last column: Löwdin charge in e.
Element x y z (Å)
C1 -1.96541 -0.71445 -0.00845  -0.0070
C2 -1.94504 0.70905 -0.01274  0.0229
C3 -0.78377 1.41460 0.03333  -0.0019
N1 0.40275 0.74832 0.03876  -0.0630
C4 0.41952 -0.71455 0.04177  -0.2028
C5 -0.80607 -1.42131 0.04944  0.0459
N2 1.62409 -1.13285 0.00309  0.1666
C6 2.51001 -0.10315 -0.03620  -0.0717
N3 1.54431 1.25275 0.01556  0.2566
H1 -2.91718 -1.21657 -0.05102  0.1289
H2 -2.88247 1.24590 -0.04586  0.1353
H3 -0.73033 2.49324 0.06532  0.1464
H4 -0.77252 -2.49922 0.08332  0.1391
H5 3.22220 -0.04702 0.78830  0.1510
H6 3.07992 -0.01472 -0.96465  0.1539

=====

[2]
The following is a DFT calculation (ωB97M-V/def2-TZVPD) of a single C8H4ClNO molecule in a non-equilibrium geometry.

Summary:
Highest occupied orbital energy (hartree): -0.3343
LUMO (eV): -0.7
Multiplicity: 1

Last column: Löwdin charge in e.
Element x y z (Å)
C1 -1.96412 0.62350 0.42992  0.0643
C2 -2.39563 -0.74317 0.14461  -0.1112
C3 -0.25938 -1.49580 -0.21182  -0.0919
C4 0.20085 -0.21427 -0.35732  -0.0603
C5 1.48489 0.51506 -0.39025  -0.2348
C6 -0.67143 0.86668 0.00391  -0.2244
C7 1.24088 1.92363 0.01869  0.0267
C8 2.79734 0.36938 -0.19920  -0.4886
N1 -1.53888 -1.70691 -0.10050  0.0432
O1 -0.03797 2.03620 0.12322  0.0526
Cl1 3.65530 -1.10608 -0.32208  0.6819
H1 -2.72802 1.21913 0.82001  0.0911
H2 -3.47938 -1.12561 0.28011  0.1357
H3 0.33798 -2.32986 -0.25984  0.0944
H4 3.35756 1.16812 0.02052  0.0212

=====

[3]
The following is a DFT calculation (ωB97M-V/def2-TZVPD) of a single C16H32N3O2 molecule in a non-equilibrium geometry.

Summary:
Highest occupied orbital energy (spin up / spin down) (hartree): -0.3156 / -0.3378
LUMO (spin up / spin down) (eV): 0.7 / 0.1
Expectation value of S²: 0.75
Multiplicity: 2

Last column: Löwdin charge in e.
Element x y z (Å)
C1 -1.11320 4.64010 1.13853  -0.0960
C2 -0.02669 3.63056 0.56768  -0.2175
N1 -0.51355 2.79420 -0.59902  -0.0910
C3 0.16287 1.45516 -0.37833  -0.1744
C4 0.00455 0.51611 -1.64302  -0.0916
C5 0.03913 -1.06336 -1.29737  -0.3624
C6 -0.43380 -1.77595 -2.67945  -0.2266
N2 -0.68872 -3.23095 -2.55267  -0.0189
C7 -0.92668 -1.46656 -0.09482  -0.0688
C8 -0.23552 -1.57252 1.34228  -0.4303
C9 -0.25450 -3.12486 1.75762  -0.0374
C10 -1.25751 -0.85369 2.37202  -0.0373
N3 1.08995 -0.92015 1.45963  -0.1554
O1 1.56319 -0.91896 2.67083  -0.0158
C11 2.08131 -1.36804 0.45111  -0.4116
C12 2.92902 -2.66140 0.85924  -0.0531
C13 3.16756 -0.15982 0.33008  -0.0379
C14 1.50956 -1.61827 -1.01578  -0.0782
C15 -1.96679 2.64758 -0.57970  -0.4308
C16 -2.85745 3.63104 -1.48517  -0.0140
O2 -2.60168 1.80568 0.08215  0.0412
H1 -0.58160 5.38809 1.82255  0.0846
H2 -1.61131 5.25221 0.31478  0.0690
H3 -1.89416 4.10448 1.77470  0.0904
H4 0.36937 2.97402 1.41940  0.1250
H5 0.87821 4.21162 0.19098  0.1227
H6 -0.26910 1.05016 0.58551  0.0982
H7 1.25273 1.70291 -0.17199  0.1094
H8 -1.00857 0.67146 -2.15360  0.1168
H9 0.82732 0.73745 -2.40461  0.1294
H10 -1.27435 -1.19980 -3.18863  0.1225
H11 0.46821 -1.66543 -3.38107  0.1159
H12 -1.70414 -3.39482 -2.59839  0.0705
H13 -0.35801 -3.62183 -1.66713  0.0472
H14 -1.71419 -0.63557 -0.02341  0.1127
H15 -1.51209 -2.42273 -0.25393  0.1116
H16 -0.02962 -3.25387 2.85934  0.0958
H17 0.35734 -3.78278 1.07170  0.0715
H18 -1.34182 -3.45808 1.61963  0.0885
H19 -0.86146 -0.81500 3.42760  0.0838
H20 -2.17112 -1.54592 2.39671  0.0939
H21 -1.64015 0.13971 1.97643  0.0694
H22 2.44381 -3.64094 0.53910  0.0708
H23 3.90237 -2.60328 0.25840  0.0923
H24 3.23437 -2.69945 1.94562  0.0921
H25 4.21054 -0.49117 0.61685  0.0805
H26 3.20856 0.27887 -0.71764  0.0768
H27 2.81035 0.69670 0.99965  0.0797
H28 1.53179 -2.75306 -1.18311  0.1145
H29 2.17389 -1.19807 -1.84828  0.1260
H30 -2.39213 4.65757 -1.58750  0.0691
H31 -3.81813 3.77600 -0.88043  0.0922
H32 -3.15797 3.15468 -2.46509  0.0852

=====

[4]
The following is a DFT calculation (ωB97M-V/def2-TZVPD) of C22H20AsF6N4O9S2Sn as an isolated structure in a non-equilibrium geometry.

Summary:
Highest occupied orbital energy (spin up / spin down) (hartree): -0.1443 / -0.1443
LUMO (spin up / spin down) (eV): 3.8 / 1.3
Expectation value of S²: 0.78
Multiplicity: 2
Net charge: -2

Last column: Löwdin charge in e.
Element x y z (Å)
Sn1 1.63951 -1.89281 -0.22153  1.3929
O1 -3.75889 -0.67276 2.44627  -0.0182
C1 -2.97624 -0.64593 3.53571  -0.2828
C2 -3.52427 -0.21757 4.77384  -0.0250
C3 -2.74011 -0.10530 5.91587  -0.1176
C4 -1.37321 -0.33284 5.88914  -0.0904
C5 -0.83150 -0.84178 4.67193  -0.0149
C6 -1.59598 -0.98593 3.52063  -0.0966
C7 -0.90317 -1.47345 2.29192  -0.4821
O2 0.31610 -1.66693 2.31627  -0.1107
N1 -1.73492 -1.50903 1.20940  0.0132
N2 -1.04618 -1.80180 0.06610  -0.0610
C8 -1.68603 -1.97189 -1.02409  -0.0984
C9 -1.00721 -2.12235 -2.33994  -0.3179
C10 -1.75683 -2.19077 -3.48276  -0.0417
C11 -1.10249 -2.20638 -4.71783  -0.0743
C12 0.26363 -2.13981 -4.74835  -0.0117
C13 0.99556 -2.17494 -3.47954  -0.0536
N3 0.32156 -2.14526 -2.33533  0.0029
H1 -3.17102 -1.09809 1.69169  0.0804
H2 -4.55985 0.01201 4.78795  0.0989
H3 -3.21220 0.13217 6.88879  0.1030
H4 -0.72146 -0.23670 6.75409  0.0919
H5 0.19960 -1.18085 4.62142  0.1146
H6 -2.81937 -1.96794 -0.92356  0.1345
H7 -2.85584 -2.24391 -3.42024  0.1172
H8 -1.71020 -2.33424 -5.59980  0.1028
H9 0.81148 -2.11883 -5.69591  0.1123
H10 2.06845 -2.20787 -3.47790  0.0782
O3 4.47517 -3.91978 -1.70133  -0.3459
S1 4.73273 -2.49101 -1.77130  0.2765
O4 5.22908 -2.18592 -3.13877  -0.3675
O5 5.51779 -1.97401 -0.68451  -0.3197
O6 3.39239 -1.80945 -1.61532  -0.6036
O7 -3.97639 2.04560 1.71707  0.1316
C14 -3.59569 2.81889 2.68245  -0.5279
O8 -4.38089 3.59957 3.16646  0.0987
C15 -2.16528 2.72851 3.12776  -0.1134
C16 -1.76483 3.21913 4.37143  -0.0300
C17 -0.45052 3.18609 4.77193  -0.1209
C18 0.57279 2.63223 3.97255  -0.6930
S2 2.25853 2.66558 4.46488  0.6748
C19 0.14748 2.06073 2.77023  -0.0973
C20 -1.15598 2.14421 2.35386  -0.0121
H11 -3.62844 1.13418 1.80377  0.0918
H12 -2.54238 3.71504 5.03195  0.1412
H13 -0.26213 3.57439 5.75984  0.0939
H14 0.83809 1.57917 2.09189  0.1118
H15 -1.39124 1.63005 1.39545  0.1412
F1 1.15453 0.05321 -0.67805  -0.5147
As1 5.09471 -0.76290 -4.37020  0.8522
F2 6.76729 -0.43258 -3.95909  -0.2543
F3 3.34382 -1.02788 -4.70150  -0.2830
F4 5.52328 -1.98388 -5.45039  -0.2236
F5 4.46740 0.38895 -3.19886  -0.2517
F6 5.05203 0.46501 -5.66973  -0.2921
C21 1.15319 2.86562 -3.94157  -0.0111
C22 0.22627 1.67835 -3.93488  -0.6312
N4 0.07477 1.00703 -2.80183  0.1642
O9 -0.48633 1.35711 -4.88442  -0.0244
H16 1.59069 3.01475 -2.95836  0.0707
H17 0.51638 3.72954 -4.28973  0.0901
H18 1.89721 2.66034 -4.75261  0.0959
H19 0.75559 0.80196 -2.03424  0.0626
H20 -0.51001 0.17400 -2.85907  0.0745

=====

DFT total energy: -10780.0954; -24416.5133; -25671.6274; -152179.8740 (eV)